Entry 1:
# C20H24N2O2

One molecule with the formula C20H24N2O2 (ωB97M-V with the def2-TZVPD basis set, OMol25).

Spin multiplicity: 1
E_tot (eV): -28204.8290
SMILES: COCCNC(=O)c1ccc(CN2CCc3ccccc3C2)cc1
Kohn-Sham gap (eV): 8.96
LUMO (eV): 0.750

Positions of all 48 atoms, in Å:
C (0.399, 1.933, -5.878)
O (0.218, 2.658, -4.691)
C (1.429, 2.923, -4.014)
C (1.104, 3.708, -2.744)
N (0.269, 2.934, -1.862)
C (0.737, 2.375, -0.720)
O (1.842, 2.623, -0.275)
C (-0.219, 1.466, -0.025)
C (-1.117, 0.652, -0.706)
C (-1.921, -0.228, -0.008)
C (-1.861, -0.313, 1.378)
C (-2.692, -1.342, 2.111)
N (-1.977, -2.504, 2.617)
C (-1.269, -2.338, 3.877)
C (0.269, -2.466, 3.792)
C (0.800, -2.033, 2.460)
C (1.934, -1.253, 2.305)
C (2.383, -0.927, 1.037)
C (1.703, -1.386, -0.078)
C (0.560, -2.152, 0.071)
C (0.101, -2.472, 1.338)
C (-1.185, -3.200, 1.613)
C (-0.986, 0.529, 2.056)
C (-0.162, 1.392, 1.363)
H (-0.589, 1.793, -6.312)
H (1.034, 2.480, -6.586)
H (0.855, 0.954, -5.683)
H (2.105, 3.509, -4.656)
H (1.931, 1.979, -3.753)
H (2.024, 3.937, -2.201)
H (0.589, 4.634, -3.015)
H (-0.625, 2.655, -2.234)
H (-1.166, 0.666, -1.786)
H (-2.602, -0.871, -0.549)
H (-3.462, -1.723, 1.430)
H (-3.201, -0.877, 2.959)
H (-1.641, -3.108, 4.568)
H (-1.528, -1.369, 4.307)
H (0.732, -1.898, 4.600)
H (0.538, -3.518, 3.932)
H (2.466, -0.900, 3.177)
H (3.257, -0.306, 0.917)
H (2.059, -1.133, -1.066)
H (0.019, -2.498, -0.798)
H (-0.978, -4.203, 2.006)
H (-1.783, -3.306, 0.706)
H (-0.934, 0.500, 3.134)
H (0.542, 2.023, 1.884)

Cartesian forces (eV/Å) of the 2 atoms listed first:
C 0.0170 -0.0813 -0.0789
O -0.0649 0.1792 0.2759

Here are the Löwdin charges for atoms 1 to 6, given in e: -0.117 -0.199 -0.219 -0.146 0.074 -0.453

Entry 2:
# C20H24N2O2

One molecule with the formula C20H24N2O2 (ωB97M-V with the def2-TZVPD basis set, OMol25).

Spin multiplicity: 1
E_tot (eV): -28203.7873
SMILES: C=C[C@H]1CN2CC[C@H]1C[C@@H]2[C@H](O)c1ccnc2ccc(OC)cc12
Kohn-Sham gap (eV): 8.70
LUMO (eV): 0.500

Positions of all 48 atoms, in Å:
C (-1.272, -2.315, -2.130)
C (-2.242, -2.073, -1.269)
C (-2.801, -0.743, -0.858)
C (-2.814, -0.627, 0.690)
N (-2.410, 0.696, 1.134)
C (-3.213, 1.698, 0.448)
C (-2.881, 1.731, -1.057)
C (-2.042, 0.487, -1.371)
C (-0.704, 0.584, -0.631)
C (-0.996, 0.931, 0.842)
C (-0.123, 0.219, 1.926)
O (0.685, 1.160, 2.615)
C (0.756, -0.891, 1.401)
C (0.420, -2.197, 1.667)
C (1.196, -3.239, 1.136)
N (2.245, -3.050, 0.388)
C (2.621, -1.785, 0.128)
C (3.765, -1.585, -0.678)
C (4.196, -0.328, -0.972)
C (3.511, 0.802, -0.469)
O (4.047, 2.002, -0.826)
C (3.437, 3.174, -0.345)
C (2.392, 0.640, 0.309)
C (1.919, -0.650, 0.623)
H (-0.950, -3.321, -2.339)
H (-0.756, -1.541, -2.671)
H (-2.723, -2.908, -0.770)
H (-3.832, -0.693, -1.231)
H (-2.125, -1.354, 1.120)
H (-3.811, -0.826, 1.090)
H (-4.263, 1.446, 0.615)
H (-3.025, 2.667, 0.917)
H (-3.793, 1.733, -1.656)
H (-2.311, 2.626, -1.312)
H (-1.876, 0.413, -2.449)
H (-0.189, -0.371, -0.714)
H (-0.072, 1.347, -1.088)
H (-0.832, 2.005, 0.993)
H (-0.828, -0.226, 2.644)
H (0.110, 1.729, 3.137)
H (-0.437, -2.436, 2.279)
H (0.932, -4.270, 1.335)
H (4.280, -2.458, -1.044)
H (5.068, -0.156, -1.584)
H (3.430, 3.203, 0.749)
H (2.410, 3.272, -0.715)
H (4.037, 3.999, -0.727)
H (1.866, 1.483, 0.721)

Cartesian forces (eV/Å) of the 2 atoms listed first:
C 0.0786 -0.1328 -0.1112
C -0.2806 0.1145 0.0758

Here are the Löwdin charges for atoms 1 to 6, given in e: 0.020 -0.144 -0.257 -0.124 -0.134 -0.166

Entry 3:
# C20H24N2O3S

One molecule with the formula C20H24N2O3S (ωB97M-V with the def2-TZVPD basis set, OMol25).

Spin multiplicity: 1
E_tot (eV): -41072.7009
SMILES: Cc1ccc(C(=O)Nc2ccc(CN3CCS(=O)(=O)CC3)cc2)cc1C
Kohn-Sham gap (eV): 7.68
LUMO (eV): -0.314

Positions of all 50 atoms, in Å:
C (0.464, 0.140, 3.587)
C (1.189, -0.346, 2.439)
C (1.697, 0.545, 1.639)
C (2.539, 0.150, 0.414)
C (2.793, -1.286, 0.052)
C (3.664, -1.658, -1.102)
O (4.793, -2.201, -0.709)
N (3.265, -1.276, -2.169)
C (2.144, -0.567, -2.425)
C (1.829, 0.555, -3.351)
C (0.656, 1.072, -3.427)
C (-0.621, 0.389, -2.657)
C (-1.750, 1.176, -2.723)
N (-2.416, 0.861, -1.289)
C (-3.820, 1.032, -1.082)
C (-3.941, 0.266, -0.006)
S (-3.071, 1.219, 1.479)
O (-3.778, 2.307, 1.817)
O (-2.924, 0.139, 2.581)
C (-1.448, 1.515, 0.843)
C (-1.652, 2.083, -0.718)
C (-0.258, -0.651, -1.969)
C (0.917, -1.379, -1.877)
C (2.487, -2.089, 1.070)
C (1.762, -1.614, 2.114)
C (1.058, -2.916, 3.160)
H (0.418, 1.241, 3.578)
H (0.729, -0.533, 4.569)
H (-0.426, -0.234, 3.441)
H (1.572, 1.674, 1.600)
H (2.830, 0.952, -0.281)
H (4.043, -1.348, -2.864)
H (2.755, 0.959, -3.816)
H (0.572, 1.890, -4.038)
H (-2.587, 0.608, -3.382)
H (-1.626, 2.186, -3.195)
H (-4.223, 0.496, -1.895)
H (-4.059, 2.013, -0.864)
H (-3.466, -0.802, 0.275)
H (-4.839, 0.200, 0.435)
H (-0.977, 0.414, 0.736)
H (-0.835, 2.425, 1.535)
H (-0.659, 2.321, -1.110)
H (-2.230, 3.020, -0.273)
H (-1.161, -1.180, -1.461)
H (1.215, -2.111, -1.176)
H (2.737, -3.329, 1.069)
H (1.339, -3.905, 2.813)
H (1.470, -2.649, 4.119)
H (0.086, -2.750, 3.439)

Cartesian forces (eV/Å) of the 2 atoms listed first:
C 3.0324 -1.1560 3.3874
C 2.7019 -2.6170 0.1639

Here are the Löwdin charges for atoms 1 to 6, given in e: -0.034 -0.338 -0.074 0.066 -0.204 -0.485

Entry 4:
# C20H24N2O4

One molecule with the formula C20H24N2O4 (ωB97M-V with the def2-TZVPD basis set, OMol25).

Spin multiplicity: 1
E_tot (eV): -32301.4156
SMILES: O=C(COC(=O)c1cc(=O)[nH]c2ccccc12)NC1CCCCCCC1
Kohn-Sham gap (eV): 8.25
LUMO (eV): -0.538

Positions of all 50 atoms, in Å:
O (3.222, 2.962, 0.661)
C (2.514, 2.035, 0.985)
C (1.284, 2.229, 1.900)
O (0.064, 1.995, 1.197)
C (-0.382, 0.748, 1.094)
O (0.188, -0.212, 1.567)
C (-1.642, 0.684, 0.300)
C (-1.810, 1.570, -0.711)
C (-2.977, 1.555, -1.578)
O (-3.182, 2.318, -2.500)
N (-3.888, 0.564, -1.272)
C (-3.772, -0.349, -0.261)
C (-4.776, -1.297, -0.049)
C (-4.657, -2.212, 0.971)
C (-3.535, -2.199, 1.798)
C (-2.539, -1.271, 1.602)
C (-2.630, -0.330, 0.569)
N (2.694, 0.758, 0.625)
C (3.688, 0.334, -0.337)
C (4.428, -0.928, 0.147)
C (3.599, -2.118, 0.644)
C (3.246, -3.180, -0.400)
C (2.526, -2.692, -1.659)
C (1.396, -1.694, -1.381)
C (1.670, -0.281, -1.911)
C (3.090, 0.274, -1.756)
H (1.243, 3.270, 2.223)
H (1.352, 1.556, 2.761)
H (-1.073, 2.329, -0.923)
H (-4.714, 0.528, -1.859)
H (-5.644, -1.299, -0.693)
H (-5.435, -2.942, 1.132)
H (-3.450, -2.919, 2.596)
H (-1.671, -1.270, 2.240)
H (2.034, 0.061, 0.942)
H (4.437, 1.136, -0.357)
H (5.092, -1.258, -0.654)
H (5.063, -0.604, 0.976)
H (2.693, -1.770, 1.139)
H (4.184, -2.626, 1.415)
H (2.616, -3.922, 0.099)
H (4.163, -3.689, -0.708)
H (3.249, -2.247, -2.341)
H (2.124, -3.572, -2.167)
H (1.191, -1.659, -0.312)
H (0.473, -2.040, -1.852)
H (0.966, 0.407, -1.435)
H (1.451, -0.264, -2.981)
H (3.785, -0.274, -2.393)
H (3.058, 1.299, -2.134)

Cartesian forces (eV/Å) of the 2 atoms listed first:
O 0.1879 0.3665 -0.1002
C -0.6459 0.0414 0.4756

Here are the Löwdin charges for atoms 1 to 6, given in e: 0.080 -0.453 -0.035 0.036 -0.429 0.090

What is the Kohn-Sham gap in the first record?
8.96 eV

Among the records above, which one has the highest E_tot?
number 2